Formula: C24H16CaCl2N4O2
Source: the Open Molecules 2025 dataset
Level of theory: ωB97M-V/def2-TZVPD

Structure (ORCA input):
```
! RIJCOSX wB97M-V def2-TZVPD def2/J DEFGRID3
* xyz 0 1
Ca -0.632 -0.131 -0.755
C 3.785 -3.100 -0.984
C 2.442 -3.082 -1.338
C 1.779 -1.876 -1.466
C 2.409 -0.633 -1.222
C 3.768 -0.674 -0.881
C 4.432 -1.893 -0.769
N 1.545 0.471 -1.277
C 1.769 1.781 -1.210
C 3.037 2.457 -1.196
C 3.111 3.815 -1.117
C 1.961 4.652 -1.053
C 0.734 4.077 -1.099
C 0.603 2.669 -1.186
N -0.622 2.050 -1.231
N -1.695 2.717 -1.207
C -2.865 1.896 -1.191
C -4.083 2.554 -1.091
C -5.243 1.813 -1.041
C -5.177 0.427 -1.095
C -3.933 -0.151 -1.207
N -2.794 0.555 -1.266
H 4.315 -4.037 -0.878
H 1.911 -4.008 -1.526
H 0.742 -1.880 -1.785
H 4.319 0.224 -0.659
H 5.481 -1.889 -0.495
H 3.950 1.895 -1.276
H 4.093 4.274 -1.110
H 2.073 5.725 -0.983
H -0.172 4.668 -1.072
H -4.084 3.635 -1.046
H -6.200 2.311 -0.955
H -6.064 -0.188 -1.049
H -3.822 -1.227 -1.253
Cl -0.488 -4.149 5.492
C -0.607 -2.966 4.213
C -0.569 -1.598 4.541
C -0.649 -0.642 3.569
Cl -0.598 1.033 4.012
C -0.752 -0.978 2.183
O -0.777 -0.073 1.280
C -0.841 -2.375 1.896
C -1.105 -2.889 0.576
O -1.309 -2.234 -0.457
C -0.747 -3.345 2.919
H -0.475 -1.300 5.577
H -1.158 -3.983 0.508
H -0.799 -4.397 2.661
*
```

Values from the calculation:
E_tot ... -2891.76021 a.u.
Lowest unoccupied orbital energy ... -0.04034 Eh
F_max ... 0.0397 Eh/bohr
Gap between HOMO and LUMO ... 5.81 eV
HOMO ... -6.90 eV

Atomic partial charges in e from the natural (NBO) method, atoms 1 to 4: number 1, Ca, carries 1.77; number 2, C, carries -0.25; number 3, C, carries -0.18; number 4, C, carries -0.27


Formula: C24H16Cl2N2
Source: the Open Molecules 2025 dataset
Level of theory: ωB97M-V/def2-TZVPD

Structure (ORCA input):
```
! RIJCOSX wB97M-V def2-TZVPD def2/J DEFGRID3
* xyz 0 1
Cl 5.410 -4.833 -1.081
C 4.276 -4.037 -0.067
C 4.719 -3.322 1.042
C 3.822 -2.648 1.830
C 2.439 -2.665 1.549
C 1.541 -1.943 2.383
C 0.178 -1.888 2.192
C -0.703 -1.208 3.007
C -2.109 -1.140 2.792
C -2.929 -0.375 3.650
C -4.282 -0.286 3.450
C -4.880 -0.960 2.391
Cl -6.584 -0.865 2.151
C -4.095 -1.725 1.532
C -2.742 -1.814 1.725
C 2.012 -3.420 0.433
C 2.914 -4.087 -0.355
H 5.773 -3.317 1.271
H 4.173 -2.093 2.682
H 1.963 -1.396 3.207
H -0.217 -2.395 1.334
H -0.307 -0.685 3.861
H -2.484 0.148 4.477
H -4.909 0.297 4.105
H -4.569 -2.249 0.720
H -2.158 -2.418 1.055
H 0.966 -3.484 0.190
H 2.584 -4.670 -1.197
C 1.889 -4.408 5.097
C 1.114 -3.461 5.692
N 0.498 -2.602 6.208
C 3.314 -4.385 5.275
C 4.140 -5.267 4.565
C 5.506 -5.191 4.666
C 6.082 -4.240 5.485
C 5.291 -3.380 6.223
C 3.925 -3.451 6.124
C 1.330 -5.307 4.243
N 0.911 -6.106 3.489
H 3.683 -6.001 3.925
H 6.123 -5.865 4.093
H 7.153 -4.162 5.541
H 5.744 -2.648 6.873
H 3.304 -2.785 6.695
*
```

Values from the calculation:
E_tot ... -1953.95315 a.u.
Lowest unoccupied orbital energy ... -0.11240 Eh
F_max ... 0.0778 Eh/bohr
Gap between HOMO and LUMO ... 3.35 eV
HOMO ... -6.40 eV

Atomic partial charges in e from the natural (NBO) method, atoms 1 to 4: number 1, Cl, carries 0.05; number 2, C, carries 0.02; number 3, C, carries -0.25; number 4, C, carries -0.10


Formula: C24H16F3N3O4
Source: the Open Molecules 2025 dataset
Level of theory: ωB97M-V/def2-TZVPD

Structure (ORCA input):
```
! RIJCOSX wB97M-V def2-TZVPD def2/J DEFGRID3
* xyz 0 1
O 3.876 4.131 -3.035
O 3.192 1.764 7.075
O -0.325 0.966 -3.008
F -6.805 -4.460 -4.096
F -5.707 -3.293 -5.656
F -5.438 -5.580 -5.463
O 4.408 4.905 -0.998
C 3.654 4.159 -1.851
C 2.199 1.395 6.470
C 0.211 0.529 -1.943
C -1.933 -1.337 -2.900
C -1.208 -1.435 -1.722
C 3.283 1.405 4.304
C 0.846 1.750 4.483
C 1.887 2.367 -1.914
C 3.231 1.675 2.960
C 0.848 1.942 3.145
C 2.905 2.971 0.265
C 1.313 1.214 0.134
C -3.176 -4.505 -1.733
C -4.206 -4.864 -2.624
C -3.747 -2.817 -3.893
C 2.098 1.439 5.050
C 2.773 3.198 -1.139
C 1.183 1.407 -1.292
C -2.769 -2.503 -2.989
C 2.037 1.889 2.336
C 2.066 2.070 0.901
C -2.486 -3.365 -1.970
C -4.504 -4.016 -3.718
N 1.223 0.920 7.313
N -0.217 -0.638 -1.292
N -1.585 -2.674 -1.177
C -5.615 -4.325 -4.773
H 4.743 5.643 -1.472
H -1.991 -0.558 -3.750
H 4.238 1.178 4.676
H -0.057 1.838 5.062
H 1.834 2.415 -3.038
H 4.254 1.731 2.448
H -0.128 2.212 2.725
H 3.685 3.542 0.826
H 0.647 0.616 0.727
H -2.897 -5.106 -0.894
H -4.715 -5.928 -2.458
H -4.002 -2.084 -4.696
H 0.323 1.376 7.070
H 1.511 0.748 8.260
H 0.290 -0.819 -0.404
H -1.247 -3.091 -0.334
*
```

Values from the calculation:
E_tot ... -1689.00972 a.u.
Lowest unoccupied orbital energy ... -0.02403 Eh
F_max ... 0.0944 Eh/bohr
Gap between HOMO and LUMO ... 7.33 eV
Energy above the lowest of the compared OMol25 structures with the same formula, charge and spin ... 2.488 eV
SMILES string ... NC(=O)c1ccc(-c2cc(C(=O)O)cc(C(=O)Nc3cc4cc(C(F)(F)F)ccc4[nH]3)c2)cc1
HOMO ... -7.98 eV

Atomic partial charges in e from the natural (NBO) method, atoms 1 to 4: number 1, O, carries -0.56; number 2, O, carries -0.59; number 3, O, carries -0.58; number 4, F, carries -0.33


Formula: C24H16IMgN8O2S5
Source: the Open Molecules 2025 dataset
Level of theory: ωB97M-V/def2-TZVPD

Structure (ORCA input):
```
! RIJCOSX wB97M-V def2-TZVPD def2/J DEFGRID3
* xyz -2 2
Mg -2.332 -2.022 0.498
O -5.196 -5.899 5.104
C -4.841 -4.915 4.493
S -5.906 -3.950 3.476
C -4.714 -2.770 2.960
C -3.445 -2.946 3.370
S -2.017 -2.001 3.030
S -3.175 -4.360 4.379
S -5.430 -1.461 2.012
C 3.331 -2.757 1.252
N 1.987 -2.865 0.688
C 0.836 -2.441 1.211
N -0.123 -2.521 0.312
C 0.521 -3.014 -0.784
N 1.804 -3.224 -0.607
C 3.721 -1.301 1.343
C 3.679 -0.642 2.562
C 3.748 0.745 2.598
C 3.818 1.468 1.419
C 3.891 0.815 0.190
C 3.877 -0.575 0.167
C 3.738 1.554 -1.066
N 4.305 1.404 -2.210
N 3.584 2.121 -3.138
C 2.533 2.637 -2.477
O 2.640 2.358 -1.124
C 1.309 3.146 -2.925
C 1.053 3.483 -4.295
C -0.223 3.762 -4.714
C -1.330 3.707 -3.837
C -1.088 3.396 -2.489
C -2.239 3.248 -1.518
N -2.066 2.093 -0.634
C -1.930 0.819 -0.966
N -1.711 0.080 0.114
C -1.755 1.008 1.118
N -1.957 2.236 0.709
C 0.187 3.167 -2.032
H 3.972 -3.324 0.582
H 3.337 -3.228 2.235
H 0.721 -2.092 2.226
H 0.014 -3.240 -1.707
H 3.535 -1.207 3.478
H 3.696 1.264 3.547
H 3.790 2.550 1.438
H 3.857 -1.079 -0.793
H 1.875 3.473 -5.001
H -0.391 3.998 -5.760
H -2.338 3.873 -4.197
H -3.185 3.140 -2.049
H -2.319 4.099 -0.845
H -1.967 0.471 -1.985
H -1.655 0.751 2.160
H 0.340 2.897 -0.994
I -2.846 -4.459 -0.620
S -5.090 -0.210 -0.503
C -4.428 -1.257 0.597
*
```

Values from the calculation:
E_tot ... -4001.62258 a.u.
Lowest unoccupied orbital energy (alpha / beta) ... 0.14657 / 0.14652 Eh
F_max ... 0.0089 Eh/bohr
Gap between HOMO and LUMO (alpha / beta) ... 3.92 / 6.35 eV
Energy above the lowest of the compared OMol25 structures with the same formula, charge and spin ... 0.114 eV
Expectation value of S² ... 0.774
HOMO (alpha / beta) ... 0.07 / -2.36 eV

Atomic partial charges in e from the natural (NBO) method, atoms 1 to 4: number 1, Mg, carries 1.65; number 2, O, carries -0.62; number 3, C, carries 0.17; number 4, S, carries 0.32


Formula: C24H17ClCrN6O4S
Source: the Open Molecules 2025 dataset
Level of theory: ωB97M-V/def2-TZVPD

Structure (ORCA input):
```
! RIJCOSX wB97M-V def2-TZVPD def2/J DEFGRID3
* xyz 1 4
Cr 0.085 -0.062 -0.296
N -0.552 -3.178 2.604
C -0.353 -2.082 1.869
S -0.464 -2.270 0.125
N -0.110 -0.970 2.527
N 0.059 0.092 1.686
C 0.244 1.264 2.190
C 0.296 1.555 3.635
C -0.554 2.527 4.161
C -0.521 2.825 5.514
C 0.378 2.168 6.344
C 1.237 1.210 5.819
C 1.192 0.894 4.472
C 0.429 2.346 1.177
C 0.816 3.629 1.496
C 0.997 4.556 0.476
C 0.787 4.181 -0.839
C 0.421 2.875 -1.093
N 0.251 1.983 -0.112
H -0.686 -4.069 2.166
H -0.490 -3.118 3.607
H -1.259 3.039 3.514
H -1.196 3.570 5.921
H 0.411 2.405 7.401
H 1.941 0.700 6.466
H 1.849 0.137 4.064
H 0.985 3.893 2.531
H 1.307 5.567 0.714
H 0.914 4.876 -1.658
H 0.264 2.525 -2.106
O 3.960 0.017 -4.563
C 2.745 0.162 -5.054
O 2.540 0.359 -6.219
C 1.582 0.057 -4.094
C 0.246 0.146 -4.467
Cl -0.356 0.430 -6.012
N -0.537 0.011 -3.369
N 0.261 -0.140 -2.295
C 1.523 -0.116 -2.707
C 2.531 -0.213 -1.577
O 3.721 -0.268 -1.789
O 1.989 -0.214 -0.389
C -1.974 -0.003 -3.169
C -2.480 0.147 -1.881
C -3.839 0.148 -1.637
C -4.727 -0.008 -2.688
C -4.231 -0.189 -3.968
C -2.864 -0.196 -4.215
H 3.979 -0.147 -3.584
H -1.856 0.219 -1.015
H -4.199 0.254 -0.621
H -5.794 -0.009 -2.504
H -4.909 -0.340 -4.799
H -2.512 -0.369 -5.217
*
```

Values from the calculation:
E_tot ... -3457.02605 a.u.
Lowest unoccupied orbital energy (alpha / beta) ... -0.16334 / -0.15902 Eh
F_max ... 0.0233 Eh/bohr
Gap between HOMO and LUMO (alpha / beta) ... 7.03 / 7.23 eV
Expectation value of S² ... 3.789
HOMO (alpha / beta) ... -11.47 / -11.55 eV

Atomic partial charges in e from the natural (NBO) method, atoms 1 to 4: number 1, Cr, carries 1.15; number 2, N, carries -0.75; number 3, C, carries 0.32; number 4, S, carries -0.14